Computed, not measured: a molecular structure, C8H23ClI2NO2P2Ru at a distorted geometry, with wB97M-V/def2-TZVPD.

Calculated values
**HOMO-LUMO gap (alpha / beta)**: 7.4 / 5.4 eV
**⟨S²⟩**: 8.78
**Total energy**: -64123.079 eV
**LUMO energy (alpha / beta)**: -7.1 / -10.2 eV
**Highest occupied orbital energy (alpha / beta)**: -14.5 / -15.6 eV

```
! wB97M-V def2-TZVPD RIJCOSX def2/J DEFGRID3
* xyz 2 6
I -0.314 -1.016 -2.483
I 0.243 3.125 -1.533
Ru 0.054 0.660 -0.554
P -2.153 1.244 -0.429
C -3.164 1.194 -1.946
C -2.983 0.113 0.715
H -4.069 0.292 0.701
H -3.630 2.918 0.526
H -2.579 0.287 1.721
H -1.959 3.025 1.195
H -2.946 0.281 -2.511
H -2.748 -0.916 0.436
C -2.556 2.892 0.283
H -4.227 1.203 -1.679
H -2.321 3.692 -0.436
H -2.944 2.057 -2.585
P 2.373 1.080 -0.406
C 3.252 0.913 -1.993
C 2.944 2.674 0.300
H 2.354 -0.705 1.169
H 3.804 0.336 1.406
H 3.743 -0.844 0.055
C 3.155 -0.152 0.668
H 2.317 2.905 1.169
H 3.993 2.579 0.611
H 4.331 0.852 -1.797
H 3.037 1.774 -2.635
H 2.845 3.478 -0.441
H 2.910 -0.002 -2.488
Cl 0.142 1.370 1.694
N -0.756 -4.656 1.477
C 0.337 -3.834 0.915
C -0.281 -2.433 0.870
O -1.510 -2.369 1.129
O 0.496 -1.485 0.563
H -0.537 -4.868 2.438
H -0.834 -5.524 0.954
H -1.616 -4.055 1.435
H 1.211 -3.879 1.564
H 0.588 -4.209 -0.076
*
```

=====

Computed, not measured: C8H23ClO4Si4 in the gas phase at a distorted geometry, with wB97M-V/def2-TZVPD.

Calculated values
**HOMO-LUMO gap**: 10.6 eV
**SMILES string**: C[Si]1(C)O[Si](C)(C)O[Si](C)(CCl)O[Si](C)(C)O1
**Total energy**: -60906.058 eV
**LUMO energy**: 0.6 eV
**Highest occupied orbital energy**: -9.9 eV

```
! wB97M-V def2-TZVPD RIJCOSX def2/J DEFGRID3
* xyz 0 1
Cl 0.316 1.854 3.664
O 0.443 -1.677 0.456
O -1.734 -0.492 -0.728
O 1.899 0.579 -0.250
O -0.552 1.812 0.441
C -1.845 -3.362 -0.217
C -1.990 -1.359 2.003
C 3.288 -1.934 0.002
C 1.598 -1.383 -2.326
C -0.915 1.833 -2.358
C -3.225 1.876 -0.413
C 1.904 3.291 0.705
C 1.227 0.868 2.518
Si -1.234 -1.687 0.306
Si 1.701 -1.048 -0.497
Si -1.545 1.157 -0.728
Si 1.081 1.605 0.781
H -1.050 -4.084 -0.245
H -2.159 -3.190 -1.232
H -2.664 -3.715 0.393
H -3.034 -1.134 1.905
H -1.785 -2.227 2.617
H -1.498 -0.497 2.446
H 4.122 -1.226 -0.037
H 3.550 -2.791 -0.618
H 3.195 -2.276 1.018
H 0.635 -1.118 -2.750
H 1.780 -2.459 -2.529
H 2.325 -0.755 -2.816
H 0.149 1.693 -2.531
H -1.157 2.887 -2.382
H -1.489 1.296 -3.128
H -3.641 1.313 0.430
H -3.046 2.921 -0.132
H -3.863 1.769 -1.279
H 2.481 3.416 -0.210
H 2.528 3.433 1.593
H 1.099 4.087 0.696
H 2.262 0.867 2.867
H 0.843 -0.142 2.564
*
```